Density functional theory data (ωB97M-V/def2-TZVPD) for a cluster of 2 separate species, C4H8NO2 in total at a distorted geometry.

Geometry as XYZ:
```
15
Properties=species:S:1:pos:R:3
C -0.094 2.866 -0.453
O 0.831 3.799 -0.490
C 0.960 -1.889 0.969
C 0.520 -1.457 -0.238
C -0.936 -1.102 -0.300
O -1.311 -0.805 -1.567
N 0.129 -2.073 2.071
H -0.830 2.969 0.423
H 0.346 1.810 -0.207
H 2.084 -1.945 1.025
H -1.274 -2.027 0.165
H 1.061 -1.263 -1.174
H -1.148 -0.269 0.345
H -0.697 2.720 -1.385
H 0.685 -1.944 2.903
```

Summary:
frontier orbital gap = 3.1 eV
ΔE to the lowest compared entry with this formula, charge and spin = 201.2 kcal/mol
electronic energy = -9856.062 eV
highest occupied orbital energy = -2.79 eV
total charge = -1


Density functional theory data (ωB97M-V/def2-TZVPD) for a structure of composition CsH6O3 at a distorted geometry.

Geometry as XYZ:
```
10
Properties=species:S:1:pos:R:3
Cs 0.797 -0.342 0.651
O 0.113 -1.473 -1.090
H 0.853 -1.548 -1.693
H -0.550 -2.063 -1.448
O 0.884 1.919 0.646
H 1.686 2.430 0.755
H 0.855 1.715 -0.289
O -1.356 0.127 0.798
H -1.616 -0.449 0.080
H -1.666 -0.317 1.587
```

Summary:
frontier orbital gap = 11.0 eV
ΔE to the lowest compared entry with this formula, charge and spin = 130.1 kcal/mol
electronic energy = -6777.562 eV
highest occupied orbital energy = -14.81 eV
total charge = +1


Density functional theory data (ωB97M-V/def2-TZVPD) for a cluster of 2 separate species, C5H5Br2ClN2 in total at a distorted geometry.

Geometry as XYZ:
```
15
Properties=species:S:1:pos:R:3
C 0.095 1.782 -0.503
C -1.109 1.298 -0.957
C 0.214 -0.269 -0.204
C 1.844 -1.770 0.905
C 0.582 -1.556 0.195
N 0.925 0.877 -0.038
N -1.013 -0.046 -0.716
Cl -0.372 -2.892 -0.307
Br 3.425 -1.748 -0.112
Br -3.522 -2.121 0.055
H 0.127 2.903 -0.560
H -2.015 1.863 -1.344
H 1.899 -0.971 1.723
H 1.830 -2.725 1.455
H -1.744 -0.774 -0.485
```

Summary:
frontier orbital gap (spin up / spin down) = 4.6 / 4.6 eV
ΔE to the lowest compared entry with this formula, charge and spin = 28.3 kcal/mol
electronic energy = -160851.534 eV
highest occupied orbital energy (spin up / spin down) = -7.91 / -7.90 eV
total charge = 0


Density functional theory data (ωB97M-V/def2-TZVPD) for the molecule C19H18Cl2N2O.

Geometry as XYZ:
```
42
Properties=species:S:1:pos:R:3
O -2.394 -1.413 1.886
C -2.199 -0.220 1.807
N -2.900 0.621 0.986
C -3.926 0.327 0.100
C -4.468 -0.948 -0.041
C -5.495 -1.165 -0.943
C -6.006 -0.137 -1.720
C -5.472 1.133 -1.587
C -4.446 1.361 -0.691
Cl -3.790 2.964 -0.547
H -5.853 1.947 -2.183
H -6.807 -0.323 -2.417
Cl -6.151 -2.751 -1.096
H -4.078 -1.754 0.559
H -2.639 1.601 0.987
C -1.063 0.481 2.549
N 0.202 0.379 1.843
C 0.732 -0.972 1.815
C 1.986 -1.066 1.009
C 2.435 -0.097 0.215
C 3.691 -0.238 -0.540
C 3.787 0.142 -1.877
C 4.974 -0.008 -2.570
C 6.089 -0.533 -1.940
C 6.007 -0.915 -0.611
C 4.819 -0.770 0.081
H 4.762 -1.055 1.121
H 6.873 -1.324 -0.111
H 7.017 -0.646 -2.481
H 5.029 0.286 -3.608
H 2.922 0.535 -2.390
C 1.668 1.191 0.105
C 0.215 0.982 0.525
H -0.296 0.357 -0.228
H -0.292 1.950 0.574
H 2.131 1.931 0.764
H 1.707 1.583 -0.912
H 2.507 -2.010 1.082
H 0.002 -1.699 1.415
H 0.945 -1.269 2.848
H -0.939 0.000 3.522
H -1.287 1.541 2.702
```

Summary:
SMILES = O=C(CN1CC=C(c2ccccc2)CC1)Nc1cc(Cl)ccc1Cl
frontier orbital gap = 9.0 eV
electronic energy = -50068.242 eV
highest occupied orbital energy = -8.46 eV
total charge = 0


Density functional theory data (ωB97M-V/def2-TZVPD) for a cluster of 2 separate species, C4H12N2 in total at a distorted geometry.

Geometry as XYZ:
```
18
Properties=species:S:1:pos:R:3
C 1.501 0.082 0.669
C 2.308 0.803 1.771
N 3.661 0.331 1.766
H 1.799 -0.973 0.695
H 0.421 0.074 0.802
H 1.754 0.438 -0.327
H 2.017 1.839 1.522
H 1.842 0.605 2.733
H 4.210 0.715 2.505
H 4.208 0.548 0.941
C -2.996 0.149 -2.596
C -3.048 -0.198 -1.300
N -2.562 -1.417 -0.800
H -2.229 -0.385 -3.150
H -3.715 0.708 -3.172
H -3.270 0.534 -0.526
H -3.227 -1.675 -0.077
H -2.674 -2.179 -1.456
```

Summary:
SMILES = C=CN.CCN
frontier orbital gap = 9.3 eV
ΔE to the lowest compared entry with this formula, charge and spin = 48.5 kcal/mol
electronic energy = -7320.924 eV
highest occupied orbital energy = -8.22 eV
total charge = 0


Density functional theory data (ωB97M-V/def2-TZVPD) for the molecule C8H11ClN2O2 at a distorted geometry.

Geometry as XYZ:
```
24
Properties=species:S:1:pos:R:3
C -0.437 -3.378 -0.076
C -0.200 -1.099 -0.476
C -1.130 -0.372 -2.353
C -0.050 1.214 -1.092
C 0.318 2.611 -0.941
C 0.344 0.216 -0.220
C 1.185 0.378 1.074
C 0.378 0.602 2.322
H 0.039 -4.099 0.575
H -1.550 -3.472 -0.093
H -0.130 -3.625 -1.065
H 0.104 3.000 0.036
H 1.320 2.835 -1.284
H -0.302 3.149 -1.647
H 1.713 -0.576 1.161
H 1.842 1.314 0.976
H 1.028 0.654 3.216
H -0.281 -0.248 2.421
H 0.033 2.514 2.242
N -0.944 -1.369 -1.561
N -0.672 0.883 -2.217
O -0.051 -2.081 0.389
O -0.444 1.723 2.319
Cl -2.115 -0.774 -3.704
```

Summary:
SMILES = COc1nc(Cl)nc(C)c1CCO
frontier orbital gap = 9.8 eV
ΔE to the lowest compared entry with this formula, charge and spin = 0.0 kcal/mol
electronic energy = -28071.582 eV
highest occupied orbital energy = -9.09 eV
total charge = 0


Density functional theory data (ωB97M-V/def2-TZVPD) for the ion C5H6N with charge +1 at a distorted geometry.

Geometry as XYZ:
```
12
Properties=species:S:1:pos:R:3
C 0.043 0.335 -0.088
C -1.272 -0.020 -0.053
C 0.441 1.637 -0.252
C 1.985 -0.957 0.163
C -2.373 -0.622 0.098
N 0.770 -0.843 -0.133
H -0.308 2.399 -0.387
H 1.472 1.936 -0.320
H 2.574 -0.175 0.647
H 2.482 -1.888 -0.058
H -2.762 -0.890 1.079
H -3.051 -0.913 -0.696
```

Summary:
frontier orbital gap (spin up / spin down) = 7.5 / 7.5 eV
ΔE to the lowest compared entry with this formula, charge and spin = 100.9 kcal/mol
electronic energy = -6760.801 eV
highest occupied orbital energy (spin up / spin down) = -14.56 / -14.56 eV
total charge = +1


Density functional theory data (ωB97M-V/def2-TZVPD) for a structure of composition C6H12N2 at a distorted geometry.

Geometry as XYZ:
```
20
Properties=species:S:1:pos:R:3
C 0.885 -0.678 0.600
C 0.966 0.787 0.407
C 1.777 -1.602 -0.161
C -0.524 1.047 0.006
N -1.296 1.504 1.134
C -0.894 -0.671 -0.295
C -0.697 1.695 -1.237
N -1.933 -1.181 0.264
H 0.587 -1.002 1.592
H -2.277 1.272 0.995
H -1.101 0.997 1.996
H -2.363 -1.887 -0.336
H 1.194 1.357 1.310
H 1.667 1.067 -0.381
H -0.569 -0.970 -1.303
H 1.417 -2.633 -0.124
H 1.860 -1.306 -1.211
H 2.795 -1.577 0.252
H -1.603 1.533 -1.806
H 0.109 2.249 -1.701
```

Summary:
frontier orbital gap (spin up / spin down) = 7.5 / 7.9 eV
ΔE to the lowest compared entry with this formula, charge and spin = 110.6 kcal/mol
electronic energy = -9392.055 eV
highest occupied orbital energy (spin up / spin down) = -7.47 / -8.20 eV
total charge = 0


Density functional theory data (ωB97M-V/def2-TZVPD) for a cluster of 2 separate species, C23H53FO2PSi2 in total.

Geometry as XYZ:
```
82
Properties=species:S:1:pos:R:3
C 5.766 -4.437 0.606
Si 6.101 -3.871 -1.156
C 6.645 -5.329 -2.191
C 7.447 -2.575 -1.179
O 4.721 -3.300 -1.911
C 4.156 -2.041 -1.587
C 3.169 -2.108 -0.422
Si 1.895 -3.506 -0.505
C 1.892 -4.429 -2.147
C 0.899 -5.544 -2.095
O -0.002 -5.697 -1.323
F 1.125 -6.462 -3.058
H 5.723 -5.530 0.621
H 6.599 -4.136 1.246
H 4.837 -4.076 1.047
H 5.803 -5.678 -2.795
H 7.445 -5.040 -2.877
H 6.988 -6.160 -1.572
H 8.306 -2.994 -0.648
H 7.746 -2.417 -2.220
H 7.185 -1.616 -0.730
H 3.634 -1.677 -2.479
H 4.940 -1.304 -1.372
H 2.612 -1.163 -0.402
H 3.698 -2.164 0.534
H 2.091 -4.446 0.616
H 0.547 -2.904 -0.329
H 1.603 -3.779 -2.981
H 2.874 -4.829 -2.403
C -1.467 -0.723 -2.327
C -0.606 -0.094 -1.236
C -1.136 -0.380 0.169
C -2.395 0.403 0.572
P -2.162 2.081 1.186
C -0.897 2.000 2.480
C -0.997 0.922 3.571
C -2.044 1.112 4.673
C -2.030 2.484 5.337
C -3.703 2.593 1.965
C -5.024 2.645 1.180
C -5.225 3.805 0.203
C -4.851 5.177 0.752
C -1.427 3.292 0.062
C -2.082 3.841 -1.217
C -2.629 2.830 -2.238
C -1.714 2.658 -3.449
H -2.504 -0.384 -2.284
H -1.085 -0.478 -3.317
H -1.470 -1.810 -2.228
H -0.507 0.981 -1.411
H 0.402 -0.507 -1.307
H -0.348 -0.223 0.910
H -1.386 -1.441 0.225
H -2.873 -0.107 1.417
H -3.142 0.391 -0.224
H -0.817 3.001 2.912
H 0.040 1.846 1.937
H -0.013 0.886 4.043
H -1.137 -0.058 3.110
H -1.843 0.354 5.432
H -3.046 0.882 4.304
H -1.077 2.669 5.835
H -2.814 2.553 6.088
H -2.195 3.297 4.626
H -3.512 3.529 2.495
H -3.837 1.840 2.746
H -5.811 2.692 1.936
H -5.173 1.699 0.654
H -6.280 3.814 -0.076
H -4.685 3.608 -0.724
H -5.482 5.451 1.598
H -4.977 5.941 -0.014
H -3.811 5.226 1.084
H -0.436 2.889 -0.172
H -1.226 4.143 0.724
H -1.309 4.439 -1.705
H -2.852 4.556 -0.933
H -3.604 3.171 -2.592
H -2.805 1.859 -1.773
H -1.664 3.586 -4.020
H -2.082 1.878 -4.114
H -0.696 2.396 -3.153
```

Summary:
frontier orbital gap = 9.7 eV
electronic energy = -56564.854 eV
highest occupied orbital energy = -11.83 eV
total charge = +1


Density functional theory data (ωB97M-V/def2-TZVPD) for a structure of composition C4H7N2O2 at a distorted geometry.

Geometry as XYZ:
```
15
Properties=species:S:1:pos:R:3
C -0.060 -0.449 1.298
C -1.020 0.568 0.642
C 1.007 0.315 -0.767
C 0.611 -1.661 -0.741
N 0.928 -0.711 0.277
N -0.206 1.184 -0.603
O 0.871 -0.656 -1.759
O 0.087 -2.690 -0.757
H 0.435 -0.109 2.256
H -0.609 -1.289 1.518
H -1.765 -0.033 0.095
H -1.602 1.292 1.220
H 1.923 0.799 -1.004
H -0.809 1.399 -1.405
H 0.208 2.041 -0.268
```

Summary:
frontier orbital gap = 11.4 eV
ΔE to the lowest compared entry with this formula, charge and spin = 32.8 kcal/mol
electronic energy = -11328.302 eV
highest occupied orbital energy = -15.22 eV
total charge = +1


Density functional theory data (ωB97M-V/def2-TZVPD) for a cluster of 2 separate species, CH5NO2P in total at a distorted geometry.

Geometry as XYZ:
```
10
Properties=species:S:1:pos:R:3
C -1.302 0.497 -1.210
N 1.677 0.094 -0.242
O 0.462 -0.229 2.378
O 1.280 1.397 -0.661
P -0.227 1.851 -1.214
H 1.038 0.251 1.673
H -2.302 0.902 -1.263
H -1.087 -0.348 -0.626
H 0.938 -0.597 -0.352
H -0.233 -0.626 1.910
```

Summary:
frontier orbital gap (spin up / spin down) = 6.8 / 6.8 eV
ΔE to the lowest compared entry with this formula, charge and spin = 141.6 kcal/mol
electronic energy = -15989.316 eV
highest occupied orbital energy (spin up / spin down) = -2.33 / -2.33 eV
total charge = -1


Density functional theory data (ωB97M-V/def2-TZVPD) for the molecule C28H43NO6S.

Geometry as XYZ:
```
79
Properties=species:S:1:pos:R:3
C 1.343 5.729 -0.718
H 2.387 5.633 -0.999
H 0.721 5.759 -1.606
H 1.182 6.623 -0.122
S 0.835 4.259 0.222
C 2.110 4.262 1.523
C 1.928 5.359 2.558
H 2.734 5.278 3.290
H 1.979 6.344 2.093
C 0.597 5.247 3.322
N 0.406 3.947 3.916
C 1.197 3.485 4.905
O 2.115 4.131 5.370
C 0.865 2.072 5.360
C 1.502 1.051 4.413
C 0.797 1.018 3.071
O -0.362 1.305 2.907
O 1.626 0.640 2.105
C 1.111 0.560 0.773
H 0.311 1.304 0.678
C 2.248 0.835 -0.231
H 2.182 1.858 -0.595
H 3.205 0.715 0.274
C 2.070 -0.178 -1.376
H 2.158 0.303 -2.348
H 2.815 -0.973 -1.324
C 0.668 -0.738 -1.138
C 0.254 -2.026 -1.841
C 0.412 -1.891 -3.355
C -0.123 -3.122 -4.076
C -1.587 -3.344 -3.704
C -2.200 -4.462 -4.555
C -3.660 -4.660 -4.234
O -4.518 -4.710 -5.079
C -3.947 -4.799 -2.760
H -5.027 -4.785 -2.604
C -3.282 -3.693 -1.936
H -3.476 -3.898 -0.883
H -3.758 -2.741 -2.182
C -1.768 -3.576 -2.188
C -1.074 -4.850 -1.697
H -1.398 -5.085 -0.686
H 0.006 -4.741 -1.691
H -1.316 -5.701 -2.326
C -1.213 -2.317 -1.463
C -1.378 -2.374 0.063
H -0.840 -3.233 0.463
H -2.432 -2.499 0.311
C -0.881 -1.104 0.758
C 0.576 -0.836 0.393
C 1.494 -1.893 1.013
H 1.317 -2.877 0.591
H 2.539 -1.638 0.867
H 1.311 -1.948 2.084
H -0.998 -1.210 1.838
H -1.492 -0.254 0.447
H -1.804 -1.464 -1.820
H -3.575 -5.774 -2.438
H -2.100 -4.220 -5.615
H -1.675 -5.404 -4.379
H -2.129 -2.423 -3.950
H 0.470 -3.999 -3.814
H -0.040 -2.978 -5.155
H 1.465 -1.748 -3.602
H -0.134 -1.009 -3.696
H 0.896 -2.843 -1.503
H -0.042 0.041 -1.443
H 2.561 1.261 4.260
H 1.418 0.049 4.844
H 1.268 1.938 6.364
H -0.216 1.925 5.374
H -0.357 3.391 3.546
C -0.614 5.556 2.459
O -1.607 4.882 2.417
O -0.497 6.726 1.817
H -1.301 6.895 1.302
H 0.622 6.006 4.119
H 3.079 4.351 1.032
H 2.040 3.279 1.988
```

Summary:
SMILES = CSCC[C@H](NC(=O)CCC(=O)O[C@H]1CC[C@H]2[C@@H]3CC[C@H]4CC(=O)CC[C@]4(C)[C@H]3CC[C@]12C)C(=O)O
frontier orbital gap = 9.2 eV
ΔE to the lowest compared entry with this formula, charge and spin = 0.0 kcal/mol
electronic energy = -54347.891 eV
highest occupied orbital energy = -8.79 eV
total charge = 0


no.,molecular weight (g/mol)
1,102.11
2,186.95
3,288.37
4,361.27
5,88.15
6,202.64
7,80.11
8,112.18
9,467.82
10,115.11
11,94.03
12,521.72